C20H25N3OS | the ωB97M-V functional and the def2-TZVPD basis

CARTESIAN COORDINATES (ANGSTROEM)
C 3.870 4.065 1.698
O 3.933 3.631 0.364
C 3.534 2.353 0.080
C 3.601 1.971 -1.259
C 3.226 0.708 -1.653
C 2.747 -0.229 -0.730
N 2.409 -1.510 -1.169
C 2.070 -2.537 -0.219
C 0.604 -2.400 0.274
N -0.171 -1.734 -0.755
C -0.640 -0.471 -0.583
S -0.774 0.612 -1.826
N -1.001 -0.085 0.679
C -1.870 -0.882 1.545
C -1.529 -0.597 3.007
C -3.322 -0.582 1.240
C -3.835 0.700 1.401
C -5.155 0.973 1.092
C -5.980 -0.032 0.617
C -5.478 -1.310 0.450
C -4.156 -1.581 0.757
C 0.220 -2.157 -2.082
C 1.647 -1.654 -2.396
C 2.703 0.157 0.607
C 3.091 1.425 1.010
H 4.520 3.468 2.348
H 4.221 5.096 1.691
H 2.846 4.035 2.085
H 3.961 2.688 -1.980
H 3.320 0.439 -2.693
H 2.761 -2.507 0.623
H 2.202 -3.499 -0.727
H 0.180 -3.391 0.478
H 0.568 -1.802 1.183
H -1.257 0.896 0.686
H -1.687 -1.938 1.329
H -0.496 -0.863 3.217
H -1.662 0.458 3.232
H -2.180 -1.175 3.657
H -3.202 1.496 1.768
H -5.539 1.974 1.220
H -7.010 0.183 0.373
H -6.114 -2.098 0.074
H -3.767 -2.581 0.618
H 0.168 -3.249 -2.103
H -0.489 -1.751 -2.804
H 1.575 -0.687 -2.890
H 2.150 -2.362 -3.066
H 2.361 -0.522 1.372
H 3.029 1.670 2.059

Computed properties:
E_HOMO ... -7.2 eV
Charge ... 0
Total energy ... -1414.7981 Ha
ΔE to the lowest compared entry with this formula, charge and spin ... 46.0 kcal per mole
LUMO ... 0.02341 Eh
Structure (SMILES) ... COc1ccc(N2CCN(C(=S)N[C@@H](C)c3ccccc3)CC2)cc1